DFT (ωB97M-V/def2-TZVPD) results for 2 unconnected molecules or ions with the total composition C3H10N2O in a non-equilibrium geometry.

```
16
Properties=species:S:1:pos:R:3:forces:R:3
C -1.612255 1.384280 0.608341 -0.40 0.75 2.06
C -0.467739 0.465442 0.450187 -0.02 -1.73 0.72
N -0.690748 -0.771108 -0.288022 -0.25 1.27 -1.56
C 0.777188 0.656831 0.905176 1.13 1.49 -1.94
N 1.969879 0.332610 0.131262 -0.97 -0.72 1.50
H -1.910767 1.797941 -0.345822 -0.18 -0.06 -0.35
H -1.322249 2.236532 1.234889 0.19 0.08 -0.25
H -2.494551 1.017181 1.163344 0.17 -0.40 -0.61
H -1.076867 -0.509998 -1.205652 0.28 -0.16 0.07
H -1.474999 -1.303426 0.079424 0.28 -0.01 0.58
H 1.070740 1.420173 1.621348 -0.71 0.10 0.11
H 1.745819 0.224716 -0.845548 0.08 0.01 -0.01
H 2.573565 1.123372 0.287501 0.39 -0.20 -0.35
O 0.726447 -3.017611 -1.095927 0.93 1.22 -0.73
H 0.715770 -2.038610 -0.987851 -0.95 -0.68 0.83
H 1.470760 -3.018326 -1.712653 0.04 -0.94 -0.06
```
Forces are in eV/Å.

Computed properties:
- ΔE to the lowest compared entry with this formula, charge and spin: 48.6 kcal per mole
- M: 90.1 g/mol
- Highest occupied orbital energy: -8.083 eV
- SMILES: C/C(N)=C/N.O